(1)
Formula: C5H8N2
Source: OMol25
Level of theory: wB97M-V/def2-TZVPD

Total energy (eV): -8291.5752
HOMO-LUMO gap (eV): 10.62
F_max (hartree/bohr): 0.0196
HOMO level (eV): -9.52
Relative energy (zero: lowest compared OMol25 entry of this formula, charge and spin) (kcal per mole): 78.9

```
15
C5H8N2, DFT wB97M-V/def2-TZVPD
N 0.30 -0.69 -0.59
N 1.63 0.98 0.61
C 1.98 -0.20 1.47
C -1.03 -0.30 -1.04
C 0.78 0.60 -0.23
C -2.09 0.16 -0.07
C 0.10 0.56 -1.49
H -2.50 -0.69 0.48
H -1.68 0.88 0.65
H 1.32 -1.05 1.27
H 3.00 -0.58 1.31
H -1.37 -1.03 -1.78
H 1.88 0.14 2.50
H 0.58 0.57 -2.46
H -2.90 0.65 -0.62
```

(2)
Formula: C4H12NO2
Source: OMol25
Level of theory: wB97M-V/def2-TZVPD

Total energy (eV): -9918.3869
HOMO-LUMO gap (eV): 9.17
F_max (hartree/bohr): 0.1232
Charge: +1
HOMO level (eV): -13.71
Relative energy (zero: lowest compared OMol25 entry of this formula, charge and spin) (kcal per mole): 88.6

```
19
C4H12NO2, DFT wB97M-V/def2-TZVPD
O 1.37 -1.62 -0.45
O 3.88 -1.45 -1.29
N -1.05 -0.13 -0.85
C -0.94 0.65 1.64
C -1.63 -0.12 -1.95
C -1.52 1.79 2.44
C -1.64 0.44 0.48
H -0.89 -0.20 -2.92
H 2.10 -1.57 -1.12
H -0.03 -0.06 -0.96
H 4.20 -2.27 -1.75
H -2.70 0.60 0.22
H 1.77 -2.13 0.23
H -1.20 2.84 2.31
H 0.07 0.30 1.88
H 4.59 -0.86 -1.40
H -2.67 0.30 -2.27
H -1.13 1.59 3.43
H -2.57 1.89 2.33
```